Version w
Computed, not measured: an isolated molecule of C14H14N2O4S, with ωB97M-V/def2-TZVPD.

Computed properties:
SMILES: O=C(NCCO)/C(=C\c1ccco1)NC(=O)c1cccs1

The geometry in ORCA input format:
```
! wB97M-V def2-TZVPD RIJCOSX def2/J DEFGRID3
* xyz 0 1
O 0.101 2.048 0.090
C 0.688 0.972 0.207
N 2.015 0.895 0.368
H 2.471 -0.003 0.325
C 2.839 2.076 0.257
H 3.715 1.965 0.899
H 2.239 2.923 0.603
C 3.276 2.324 -1.194
O 2.192 2.324 -2.083
H 1.450 2.785 -1.668
H 3.822 3.279 -1.238
H 3.942 1.526 -1.535
C -0.119 -0.292 0.245
C 0.238 -1.599 0.260
C 1.467 -2.322 0.218
C 1.588 -3.697 0.226
C 2.964 -3.989 0.156
C 3.601 -2.788 0.109
O 2.712 -1.776 0.146
H 4.638 -2.521 0.049
H 3.420 -4.957 0.142
H 0.781 -4.398 0.275
H -0.603 -2.282 0.294
N -1.461 0.075 0.249
C -2.595 -0.678 0.300
O -2.624 -1.895 0.372
C -3.830 0.114 0.265
C -4.055 1.464 0.178
C -5.424 1.785 0.176
C -6.217 0.680 0.263
S -5.315 -0.772 0.346
H -7.288 0.641 0.281
H -5.802 2.789 0.114
H -3.282 2.211 0.115
H -1.545 1.090 0.188
*
```

=====

Version x
Computed, not measured: an isolated molecule of C14H14N2O4S, with ωB97M-V/def2-TZVPD.

Computed properties:
SMILES: Cc1ccc(S(=O)(=O)NNC(=O)c2ccc(O)cc2)cc1

The geometry in ORCA input format:
```
! wB97M-V def2-TZVPD RIJCOSX def2/J DEFGRID3
* xyz 0 1
C -4.575 -3.557 0.237
C -3.845 -2.250 0.209
C -2.732 -2.091 -0.610
C -2.045 -0.889 -0.659
C -2.481 0.160 0.123
C -3.583 0.029 0.946
C -4.262 -1.176 0.988
H -5.125 -1.281 1.630
H -3.895 0.876 1.536
S -1.708 1.783 0.177
O -2.723 2.753 -0.092
O -0.950 1.903 1.394
N -0.536 1.950 -1.055
N 0.736 1.541 -0.652
C 1.271 0.366 -1.076
O 0.742 -0.271 -1.976
C 2.558 -0.007 -0.449
C 3.467 -0.741 -1.206
C 4.681 -1.123 -0.675
C 5.000 -0.790 0.639
C 4.080 -0.081 1.412
C 2.873 0.308 0.873
H 2.164 0.828 1.500
H 4.337 0.149 2.433
O 6.178 -1.139 1.207
H 6.721 -1.628 0.577
H 5.387 -1.682 -1.275
H 3.205 -0.999 -2.221
H 1.016 1.994 0.206
H -0.773 1.492 -1.930
H -1.182 -0.796 -1.302
H -2.398 -2.917 -1.221
H -5.389 -3.535 0.957
H -4.987 -3.778 -0.746
H -3.895 -4.365 0.501
*
```

=====

It is version x that is the least stable of them.

=====

Version w
Computed, not measured: the ion C4H9N2O with charge +1, with ωB97M-V/def2-TZVPD.

Computed properties:
SMILES: C[NH2+][C@H]1C=CON1

The geometry in ORCA input format:
```
! wB97M-V def2-TZVPD RIJCOSX def2/J DEFGRID3
* xyz 1 1
C -0.153 0.708 -1.621
C 0.435 -0.431 -1.922
C -0.950 0.208 -0.136
C 1.103 0.033 1.386
N -0.744 -1.127 -0.171
N -0.259 0.661 1.225
O 0.291 -1.464 -1.045
H -0.495 1.729 -1.839
H 1.087 -0.613 -2.762
H -1.932 0.501 -0.051
H 0.990 -1.009 1.757
H 1.389 -0.030 0.380
H 1.706 0.570 1.977
H -1.435 -1.754 -0.394
H -0.178 1.693 1.189
H -0.854 0.326 2.025
*
```

=====

Version x
Computed, not measured: a structure of composition C4H9N2O, with ωB97M-V/def2-TZVPD.

The geometry in ORCA input format:
```
! wB97M-V def2-TZVPD RIJCOSX def2/J DEFGRID3
* xyz 1 1
C 0.615 1.764 -0.374
C -0.142 -0.524 -1.702
C -0.504 0.396 0.685
C -0.324 0.618 -0.700
N 0.363 1.292 0.998
N -1.279 0.334 -1.805
O 0.114 -2.550 2.003
H 1.537 1.472 -0.772
H 0.257 2.781 -0.668
H 0.578 -0.491 -2.420
H -0.354 -1.609 -1.269
H -0.875 -0.444 1.488
H 0.668 1.719 1.814
H -1.083 0.986 -2.465
H -0.310 -3.362 2.498
H 0.738 -2.383 2.687
*
```

=====

It is version w that is the least stable of them.

=====

Version w
Computed, not measured: a cluster of 2 separate species, C4H9N2O in total, with ωB97M-V/def2-TZVPD.

The geometry in ORCA input format:
```
! wB97M-V def2-TZVPD RIJCOSX def2/J DEFGRID3
* xyz 1 1
C -0.810 -0.666 0.095
C -0.083 -2.002 0.103
C -2.412 1.427 0.171
C -1.644 0.171 0.279
N 1.586 0.197 -0.397
N 2.848 0.053 -0.430
O 1.197 1.123 0.459
H -0.860 -2.796 0.224
H 0.768 -2.047 0.743
H 0.416 -2.094 -0.880
H -3.161 1.432 0.914
H -2.948 1.555 -0.738
H -1.749 2.284 0.389
H 0.218 1.020 0.300
H 3.161 -0.374 -1.219
H 3.474 0.717 -0.014
*
```

=====

Version x
Computed, not measured: a cluster of 2 separate species, C4H9N2O in total, with ωB97M-V/def2-TZVPD.

The geometry in ORCA input format:
```
! wB97M-V def2-TZVPD RIJCOSX def2/J DEFGRID3
* xyz 1 1
C 1.320 1.032 -1.064
C -0.183 -0.130 0.137
C 1.946 0.186 -2.017
C -1.784 0.175 1.949
N -0.397 -1.435 0.020
N -0.742 0.621 1.119
O 1.473 2.057 -0.584
H 1.427 0.240 -3.025
H 3.032 0.606 -2.093
H 2.132 -0.910 -1.787
H -1.471 -0.582 2.636
H -2.613 -0.404 1.384
H -2.389 1.067 2.328
H -0.136 -2.197 -0.692
H -1.071 -1.887 0.649
H -0.544 1.560 1.040
*
```

=====

Version y
Computed, not measured: the ion C4H9N2O with charge +1, with ωB97M-V/def2-TZVPD.

Computed properties:
SMILES: [NH2+]=C1CC[C@H](O)N1

The geometry in ORCA input format:
```
! wB97M-V def2-TZVPD RIJCOSX def2/J DEFGRID3
* xyz 1 1
C 0.269 0.159 1.019
C -0.957 -0.721 0.605
C -1.103 -0.479 -0.888
C -0.070 0.616 -1.306
N 0.623 0.796 -0.085
N 0.996 0.155 2.134
O 0.839 0.186 -2.297
H -0.880 -1.773 0.793
H -1.889 -0.609 1.134
H -0.974 -1.424 -1.404
H -2.107 -0.195 -0.999
H -0.483 1.522 -1.737
H 1.326 1.587 -0.068
H 0.849 -0.425 2.902
H 1.919 0.599 2.062
H 1.644 0.005 -1.865
*
```

=====

It is version w that is the least stable of them.

=====

Version w
Computed, not measured: the ion C4H9N2O with charge +1, with ωB97M-V/def2-TZVPD.

Computed properties:
SMILES: C[NH2+][C@H]1CNC1=O

The geometry in ORCA input format:
```
! wB97M-V def2-TZVPD RIJCOSX def2/J DEFGRID3
* xyz 1 1
C -2.278 0.526 -0.409
C -0.776 -0.480 -1.528
C -0.633 0.578 -0.343
C 1.359 0.254 1.198
N -2.229 -0.399 -1.294
N -0.141 0.161 0.972
O -3.070 1.122 0.228
H -0.393 -0.314 -2.538
H -0.491 -1.523 -1.255
H -0.298 1.426 -0.776
H 1.737 -0.490 0.514
H 1.643 1.325 1.075
H 1.878 -0.027 2.107
H -3.070 -0.717 -1.726
H -0.743 0.878 1.551
H -0.421 -0.908 1.208
*
```

=====

Version x
Computed, not measured: the ion C4H9N2O with charge +1, with ωB97M-V/def2-TZVPD.

Computed properties:
SMILES: NC1([NH3+])CC(=O)C1

The geometry in ORCA input format:
```
! wB97M-V def2-TZVPD RIJCOSX def2/J DEFGRID3
* xyz 1 1
C -1.842 0.125 -0.069
C -0.756 0.313 -1.170
C -0.829 0.166 1.032
C 0.273 0.206 0.006
N 1.235 1.239 -0.012
N 0.985 -1.195 0.019
O -3.014 -0.143 0.035
H -0.879 -0.449 -1.835
H -0.828 1.371 -1.504
H -0.840 1.037 1.729
H -0.788 -0.618 1.719
H 1.955 1.238 0.739
H 1.763 1.262 -0.880
H 1.596 -1.244 -0.787
H 0.253 -1.899 0.093
H 1.716 -1.410 0.885
*
```

=====

It is version w that is the least stable of them.

=====

Version w
Computed, not measured: an isolated molecule of C3HNO3, with ωB97M-V/def2-TZVPD.

Computed properties:
SMILES: O=C1C=NOC1=O

The geometry in ORCA input format:
```
! wB97M-V def2-TZVPD RIJCOSX def2/J DEFGRID3
* xyz 0 1
C 0.576 -0.621 -0.068
C -1.248 0.848 0.005
C 0.277 0.878 -0.035
H -1.931 1.621 -0.046
N -1.677 -0.326 0.137
O 1.660 -1.147 0.095
O -0.682 -1.335 -0.125
O 1.028 1.736 -0.012
*
```

=====

Version x
Computed, not measured: an isolated molecule of C3HNO3, with ωB97M-V/def2-TZVPD.

Computed properties:
SMILES: N#CC(=O)C(=O)O

The geometry in ORCA input format:
```
! wB97M-V def2-TZVPD RIJCOSX def2/J DEFGRID3
* xyz 0 1
C -1.000 -0.311 -0.109
C 0.345 0.755 -0.175
C 1.647 0.064 0.072
H -2.904 -0.715 0.738
N 2.577 -0.827 0.436
O -2.293 0.013 0.480
O -0.520 -1.505 -0.576
O 0.178 1.924 -0.218
*
```

=====

Version y
Computed, not measured: an isolated molecule of C3HNO3, with ωB97M-V/def2-TZVPD.

Computed properties:
SMILES: O=C1C=NOC1=O

The geometry in ORCA input format:
```
! wB97M-V def2-TZVPD RIJCOSX def2/J DEFGRID3
* xyz 0 1
C 1.123 -0.438 -0.103
C -1.172 0.178 0.256
C 0.193 0.744 -0.026
H -2.136 0.894 0.709
N -1.237 -1.096 -0.277
O 2.308 -0.735 0.148
O 0.246 -1.442 -0.337
O 0.674 1.894 -0.370
*
```

=====

It is version x that is the least stable of them.

=====

Version w
Computed, not measured: a structure of composition C5H5NO3, with ωB97M-V/def2-TZVPD.

The geometry in ORCA input format:
```
! wB97M-V def2-TZVPD RIJCOSX def2/J DEFGRID3
* xyz 0 1
C -1.789 1.114 0.037
C 2.117 1.019 -0.373
C -0.797 -1.049 -0.516
C -0.901 0.422 -0.992
C -0.059 0.036 0.203
N -0.866 0.938 1.081
O -2.903 1.461 -0.025
O 1.714 1.799 -1.136
O 1.472 0.093 0.316
H 3.205 0.892 -0.104
H -1.540 -1.654 -0.011
H -0.174 -1.586 -1.152
H -0.569 0.526 -2.055
H -1.371 0.703 1.934
*
```

=====

Version x
Computed, not measured: an isolated molecule of C5H5NO3, with ωB97M-V/def2-TZVPD.

Computed properties:
SMILES: O=C1[C@H](O)C(=O)[C@@H]2N[C@H]12

The geometry in ORCA input format:
```
! wB97M-V def2-TZVPD RIJCOSX def2/J DEFGRID3
* xyz 0 1
C -0.578 0.517 -0.759
C -1.026 -0.735 -0.003
C 0.093 -1.113 0.931
C 1.335 -0.506 0.395
C 0.949 0.415 -0.716
H -0.776 1.569 0.770
H -0.836 0.555 -1.808
H 0.097 -2.128 1.388
H 1.238 -0.261 2.472
H 2.327 -0.978 0.433
N 0.659 0.052 1.646
O -1.109 1.682 -0.122
O -2.047 -1.357 -0.079
O 1.744 0.851 -1.533
*
```

=====

It is version w that is the least stable of them.